No. 1
{"formula": "C42H54CsN5O8Si", "method": "ωB97M-V/def2-TZVPD", "relative_energy_ev": 0.397, "charge": -2, "e_lumo_ev": 3.297, "total_energy_ev": -76692.9824, "e_homo_ev": -3.01, "symbols": ["Cs", "O", "C", "O", "C", "C", "C", "N", "C", "C", "C", "O", "O", "H", "H", "H", "C", "C", "O", "C", "C", "H", "H", "H", "H", "H", "H", "H", "H", "H", "H", "C", "C", "N", "O", "H", "H", "H", "H", "H", "O", "C", "C", "C", "C", "C", "C", "N", "H", "H", "H", "H", "H", "H", "H", "H", "H", "H", "H", "C", "C", "C", "C", "Si", "O", "C", "C", "C", "C", "C", "C", "C", "C", "C", "C", "C", "C", "H", "H", "H", "H", "H", "H", "H", "H", "H", "H", "H", "H", "H", "H", "H", "H", "H", "H", "H", "N", "C", "N", "C", "C", "C", "C", "C", "C", "H", "H", "H", "H", "H", "H"], "xyz": [[1.0340, 1.3626, -0.1729], [-0.2222, 7.3637, 4.0264], [-0.0321, 7.6788, 2.8441], [-0.2580, 8.7259, 2.1956], [0.6711, 6.5549, 2.0545], [1.8547, 6.0893, 2.5881], [2.4382, 4.9831, 2.0462], [1.9828, 4.2914, 0.9909], [0.8755, 4.7824, 0.4338], [0.1892, 5.8678, 0.9398], [0.2276, 4.0614, -0.7498], [-0.9143, 3.6262, -0.5035], [0.9057, 3.9912, -1.8106], [2.2082, 6.6327, 3.4458], [3.3546, 4.5713, 2.4282], [-0.7684, 6.1294, 0.4871], [0.3007, 2.6491, 3.4945], [-0.9008, 1.7274, 3.1990], [-0.3584, 0.4023, 2.9708], [-1.4870, -0.4644, 2.5407], [-1.0463, -1.8442, 2.2810], [-0.1218, 3.7092, 3.3456], [1.0277, 2.4796, 2.7989], [0.7211, 2.6052, 4.4818], [-1.4101, 2.0504, 2.2855], [-1.6777, 1.6487, 3.9902], [-1.8937, 0.0287, 1.6698], [-2.2579, -0.4169, 3.3846], [-0.3423, -1.8090, 1.4540], [-1.8215, -2.5556, 2.0284], [-0.5015, -2.2763, 3.1581], [2.6789, -3.5396, -1.6017], [1.5525, -2.6784, -0.9611], [0.2909, -2.8214, -1.3892], [1.8629, -1.8494, -0.1040], [3.4075, -3.8299, -0.7803], [3.3215, -2.9153, -2.2563], [2.3403, -4.3775, -2.1815], [0.1254, -3.4405, -2.1256], [-0.4066, -2.0245, -1.2381], [2.9354, 0.4908, 2.0886], [3.0976, -0.5078, 2.7825], [4.5157, -1.1622, 2.6435], [4.6415, -2.6894, 3.0588], [3.4192, -3.5241, 2.6782], [2.4328, -3.5133, 3.8783], [2.1646, -2.1067, 4.4142], [2.0649, -1.0508, 3.4515], [5.1918, -0.5986, 3.2194], [4.7482, -0.9884, 1.6078], [4.8587, -2.7875, 4.1301], [5.4677, -3.1120, 2.5476], [3.6943, -4.5506, 2.3591], [2.9997, -3.2066, 1.7503], [2.8154, -4.1256, 4.7646], [1.4511, -3.9791, 3.6531], [2.9562, -1.8984, 5.1080], [1.2355, -2.1516, 4.9888], [1.1352, -0.5151, 3.4187], [-3.6697, 1.7238, -0.5321], [-3.8755, 0.8137, -1.7388], [-3.2354, 1.5125, -2.9829], [-5.3894, 0.5837, -1.9806], [-2.8478, -0.8754, -1.4568], [-1.2651, -0.6472, -1.1819], [-3.6923, -1.9701, -0.1049], [-4.3557, -1.3755, 0.9367], [-4.8461, -2.1795, 1.9870], [-4.6455, -3.5311, 2.0430], [-4.0205, -4.1179, 0.9732], [-3.5317, -3.3758, -0.1160], [-3.1196, -1.7931, -3.2121], [-1.9705, -1.8441, -4.0877], [-2.0290, -2.5902, -5.2867], [-3.1842, -3.3193, -5.6287], [-4.2995, -3.2665, -4.7892], [-4.2334, -2.5319, -3.5930], [-3.9209, 2.7589, -0.7453], [-2.6306, 1.6599, -0.0757], [-4.3581, 1.4345, 0.3167], [-3.9145, 2.3141, -3.1952], [-3.2460, 0.8288, -3.8514], [-2.2664, 1.8918, -2.7005], [-6.0108, 1.4553, -1.7868], [-5.7200, -0.2410, -1.3890], [-5.6591, 0.2998, -2.9915], [-4.4350, -0.3179, 0.9913], [-5.3463, -1.6179, 2.7864], [-4.9644, -4.1030, 2.9242], [-3.9102, -5.1785, 0.9477], [-3.0915, -3.7846, -0.9730], [-1.1035, -1.3624, -3.7428], [-1.2691, -2.5915, -6.0475], [-3.2456, -3.9042, -6.5391], [-5.2370, -3.7724, -5.0411], [-5.1126, -2.5952, -2.9569], [3.4370, 3.1080, -2.4143], [4.7059, 3.5555, -2.3161], [5.6813, 2.7128, -2.6657], [4.9806, 1.5944, -3.1119], [5.4266, 0.4402, -3.6999], [4.5203, -0.4520, -4.2210], [3.1445, -0.2764, -4.1261], [2.6598, 0.8810, -3.5241], [3.5653, 1.8449, -3.0139], [2.5566, 3.5652, -2.1675], [4.8691, 4.5288, -1.8119], [6.4732, 0.3163, -3.7749], [4.8650, -1.3987, -4.6858], [2.3980, -1.0378, -4.3981], [1.5928, 1.0346, -3.4796]], "atomic_forces_ev_per_a": [[0.1061, -1.0755, 0.1996], [-0.2979, 0.2938, 0.6305], [0.2337, 0.0405, -1.3898], [-0.1611, -0.1783, 0.4734], [-0.6753, -0.2370, -0.3425], [-0.0874, 0.3067, 0.1345], [0.8118, -0.7894, -0.4145], [-0.1372, 0.4316, -0.3842], [-0.3215, -0.2684, -0.0685], [-0.6552, 0.9160, 0.4404], [-0.0107, 1.0669, 0.6069], [0.2262, -0.2202, -0.6278], [-0.0737, -0.5074, -0.1671], [0.4790, -0.2648, 0.3086], [0.3559, -0.0297, 0.4555], [0.3011, 0.0617, 0.0989], [-3.9959, 2.0480, 0.8532], [1.1641, -0.4888, 0.4422], [-1.7706, -0.7520, -0.3659], [-0.3481, 1.5691, 2.0850], [1.5632, -0.9767, 0.3720], [0.9441, -1.2867, 0.2519], [2.0088, -0.3692, -1.8720], [-0.0052, -0.3302, 0.5430], [0.0812, 0.1112, -0.0521], [0.5149, 0.2676, -0.1597], [-0.3398, -0.1062, -0.4302], [0.7367, -0.0421, -1.0107], [0.1978, -0.2447, -0.2030], [-0.4664, 0.1962, -0.0916], [-0.3924, 0.3825, -0.4915], [0.9753, 0.8797, 1.2008], [0.8039, 0.3746, -0.0513], [0.1906, 0.7507, 0.8454], [0.0832, -0.2706, -0.1419], [-1.0992, -0.0019, -0.8586], [-0.6680, -0.0072, 0.2290], [-0.2114, -0.5442, -0.0895], [-0.2602, -0.9300, -1.1810], [0.3089, -0.0225, 0.0843], [-0.0345, 0.2444, 0.3530], [0.5657, 0.1571, -1.5329], [-1.9500, -1.9248, 0.9364], [-0.6597, 1.1663, -0.4111], [0.0332, -0.9921, 1.1382], [-0.5073, -1.1460, -0.0518], [0.0550, -0.5534, 0.2334], [-1.4775, 0.6533, 0.2955], [0.8874, 0.9031, 0.7752], [0.0637, -0.1725, -0.4286], [-0.1079, 0.0643, -0.1379], [1.1361, -0.1851, -0.5164], [0.1109, 0.1596, 0.8580], [-0.7629, 1.0446, -0.4370], [-0.1266, 0.6853, -1.1714], [0.5322, 0.1319, -0.3381], [0.4428, 0.3784, 0.6186], [0.1040, 0.2289, -0.0211], [1.7705, -0.6593, -0.2916], [0.1609, -0.6827, 1.8972], [0.6631, -0.8271, -0.2691], [-0.9095, -1.2555, 0.7717], [0.6797, 0.0034, -0.3413], [0.2609, 0.8452, -1.0527], [-1.5218, -0.3602, -0.1764], [0.8878, -0.2303, -1.5050], [-0.3061, -1.5828, 1.0948], [-0.1856, 2.2572, 0.3942], [-0.3874, 0.0335, 0.6480], [0.8752, -0.3212, -1.6131], [-1.4817, 1.4831, 1.9691], [1.7350, -0.3661, 0.2849], [-2.5587, -1.3446, -0.3259], [-0.8952, 0.1746, 0.4432], [-0.4363, 0.5478, 0.7231], [0.4040, 0.2155, 0.1575], [-0.3938, -0.2638, -0.3962], [0.2390, 0.2943, -0.1481], [-1.0758, 0.3407, -0.8787], [0.4889, 0.2635, -0.8216], [-0.1663, 0.8924, -0.3932], [0.3568, 0.3522, 0.3134], [0.4500, 0.1135, -0.3090], [0.0864, 0.3170, 0.3644], [-0.5549, -0.4887, 0.7914], [0.4089, -0.1196, -0.5215], [-0.2854, 0.5991, 0.0711], [0.1147, -0.5342, -0.0579], [0.0633, 0.1496, -0.5250], [0.1662, -0.7043, 0.0608], [0.6814, -1.0062, -0.9027], [1.1468, 0.7318, 0.0893], [0.6935, 0.0853, 0.2045], [0.1905, 0.1141, -0.0679], [0.4126, 0.0045, 0.0337], [0.0721, 0.2494, 0.1328], [0.8709, -1.8709, -1.4643], [1.0624, 0.4038, 1.2954], [-1.3657, 0.5636, 0.1590], [-1.8419, 1.7618, 0.3084], [-0.1122, -0.0763, -0.3031], [0.2301, -1.8653, -0.4791], [-0.6113, 0.6607, 0.7578], [0.1131, 0.7767, 0.3906], [0.4107, -0.8421, -0.2133], [-0.5301, 0.4789, 0.2351], [0.0643, -0.7304, -0.6081], [0.9870, -0.3974, -0.1924], [-0.0013, 0.7363, 0.3127], [0.6496, 0.3443, -0.2015], [-0.1898, 0.1393, 0.1308]]}

***

No. 2
{"formula": "C42H54IrN3O4SSe", "method": "ωB97M-V/def2-TZVPD", "relative_energy_ev": 0.581, "charge": 1, "e_lumo_ev": [-2.193, -5.042], "spin_multiplicity": 6, "total_energy_ev": -136105.3469, "e_homo_ev": [-9.20, -10.33], "symbols": ["Ir", "C", "C", "C", "C", "C", "C", "C", "Se", "C", "C", "C", "C", "C", "C", "O", "C", "C", "C", "C", "C", "C", "C", "C", "C", "O", "C", "C", "C", "C", "C", "C", "H", "H", "H", "H", "H", "H", "H", "H", "H", "H", "H", "H", "H", "H", "H", "H", "H", "H", "H", "H", "H", "H", "H", "H", "H", "H", "H", "H", "H", "H", "H", "H", "H", "H", "H", "H", "H", "H", "H", "H", "O", "C", "O", "C", "C", "C", "C", "C", "C", "C", "C", "C", "N", "H", "H", "H", "H", "H", "H", "C", "N", "C", "C", "N", "C", "S", "H", "H", "H", "H", "H", "H", "H", "H"], "xyz": [[1.3009, 0.6289, 1.1465], [0.7871, -4.6901, -5.1524], [0.3479, -4.6553, -3.6895], [1.0592, -5.7948, -2.9335], [-1.1746, -4.8748, -3.6230], [0.6696, -3.3346, -3.0167], [0.4077, -3.1886, -1.6310], [0.6515, -2.0136, -0.9984], [0.4943, -1.9219, 0.9175], [-1.3655, -1.5149, 1.1979], [-2.2811, -2.5186, 1.2179], [-3.6280, -2.2641, 1.5687], [-3.9854, -0.9543, 1.9271], [-3.1031, 0.1023, 1.9527], [-1.7308, -0.1576, 1.5399], [-0.8884, 0.7774, 1.4369], [-3.5239, 1.4761, 2.4692], [-3.2557, 2.5652, 1.4135], [-2.7483, 1.7607, 3.7724], [-5.0170, 1.5314, 2.8094], [-4.6189, -3.4124, 1.5781], [-5.9950, -2.9911, 2.0969], [-4.7678, -3.9408, 0.1405], [-4.0750, -4.5359, 2.4818], [1.1757, -0.8651, -1.7145], [1.2936, 0.2451, -1.1589], [1.5477, -1.0467, -3.1158], [1.2499, -2.2560, -3.7030], [2.2685, 0.0698, -3.8609], [1.3719, 1.3179, -3.9659], [2.6610, -0.3509, -5.2803], [3.5609, 0.4223, -3.0948], [0.5467, -5.6670, -5.5735], [1.8649, -4.5425, -5.2548], [0.2688, -3.9372, -5.7504], [0.9297, -6.7285, -3.4839], [0.6472, -5.9415, -1.9333], [2.1300, -5.6004, -2.8384], [-1.4194, -5.8552, -4.0381], [-1.7072, -4.1154, -4.2004], [-1.5412, -4.8432, -2.5940], [0.0200, -4.0229, -1.0606], [-1.9650, -3.5218, 0.9605], [-5.0065, -0.7695, 2.2170], [-2.2200, 2.5788, 1.0808], [-3.5048, 3.5431, 1.8326], [-3.8883, 2.4083, 0.5366], [-1.6699, 1.6716, 3.6496], [-3.0522, 1.0586, 4.5517], [-2.9847, 2.7694, 4.1205], [-5.6450, 1.3353, 1.9368], [-5.2550, 2.5337, 3.1681], [-5.2815, 0.8283, 3.6022], [-6.4467, -2.2156, 1.4743], [-5.9430, -2.6313, 3.1275], [-6.6610, -3.8543, 2.0803], [-5.2146, -3.1862, -0.5107], [-5.4145, -4.8204, 0.1410], [-3.8037, -4.2309, -0.2834], [-3.8086, -4.1546, 3.4701], [-3.1967, -5.0209, 2.0523], [-4.8437, -5.3002, 2.6085], [1.4875, -2.3873, -4.7463], [0.4796, 1.1055, -4.5606], [1.9308, 2.1145, -4.4627], [1.0645, 1.6768, -2.9854], [1.7865, -0.5553, -5.9035], [3.3110, -1.2294, -5.2803], [3.2122, 0.4662, -5.7468], [3.3432, 0.8124, -2.1008], [4.1079, 1.1850, -3.6529], [4.2062, -0.4541, -2.9912], [5.2740, -0.7967, 1.7315], [4.2272, -0.2580, 1.4278], [3.0343, -0.7303, 1.5451], [4.2971, 1.1174, 0.7717], [5.5461, 1.6508, 0.3973], [5.5778, 2.8068, -0.3199], [4.3670, 3.4505, -0.6742], [4.3225, 4.6211, -1.4697], [3.1271, 5.1929, -1.7966], [1.9193, 4.6255, -1.3323], [1.9330, 3.5003, -0.5588], [3.1585, 2.8804, -0.2254], [3.1634, 1.7212, 0.5053], [6.4298, 1.0988, 0.6838], [6.5195, 3.2443, -0.6344], [5.2552, 5.0514, -1.8172], [3.0982, 6.0830, -2.4128], [0.9766, 5.0865, -1.6009], [1.0117, 3.0483, -0.2102], [2.5288, 3.8822, 5.4873], [1.5309, 3.9776, 4.4423], [0.8670, 5.2456, 4.1472], [-0.0997, 4.8716, 3.0147], [0.3741, 3.5401, 2.6375], [1.2279, 3.0271, 3.5536], [1.8419, 1.4527, 3.5597], [2.0686, 4.0163, 6.4674], [3.2899, 4.6525, 5.3465], [2.9978, 2.9035, 5.4455], [1.6012, 5.9928, 3.8394], [0.3509, 5.6187, 5.0309], [-0.0402, 5.5607, 2.1753], [-1.1331, 4.8348, 3.3619], [-0.1967, 2.9127, 2.0937]], "atomic_forces_ev_per_a": [[0.7060, -0.0996, 0.3097], [0.0085, 0.0015, -0.0201], [-0.0354, -0.0687, 0.0469], [-0.0048, 0.0309, -0.0039], [0.0046, -0.0241, -0.0045], [0.0352, 0.0822, -0.0209], [-0.0276, -0.0028, -0.0660], [-0.0092, 0.0302, 0.1145], [-0.0096, 0.2203, 0.0645], [0.1236, -0.0760, 0.0505], [-0.0981, 0.0365, -0.0530], [0.0151, 0.0392, 0.0034], [0.0395, -0.0569, -0.0145], [-0.0591, -0.0037, 0.0221], [-0.0984, 0.0224, -0.2433], [-0.1574, 0.1600, 0.2904], [0.0921, 0.0200, -0.0296], [0.0016, -0.0151, -0.0082], [-0.0032, -0.0213, -0.0630], [0.0283, -0.0220, -0.0238], [-0.0241, -0.0306, -0.0018], [0.0251, -0.0056, 0.0010], [0.0078, 0.0035, -0.0060], [-0.0040, 0.0185, 0.0012], [-0.0955, -0.1363, -0.1318], [0.0400, 0.1974, -0.0058], [-0.0687, -0.0137, -0.0054], [-0.0190, -0.0524, 0.0157], [0.0249, 0.0717, 0.0782], [-0.0321, -0.0232, 0.0428], [-0.0300, -0.0390, 0.0498], [-0.0257, -0.0100, 0.0299], [-0.0031, 0.0238, -0.0014], [-0.0410, -0.0104, -0.0072], [0.0345, -0.0162, 0.0125], [-0.0089, 0.0225, 0.0342], [0.0411, 0.0110, -0.0314], [-0.0477, -0.0162, -0.0249], [-0.0027, 0.0449, 0.0151], [0.0259, -0.0225, 0.0321], [0.0088, -0.0194, -0.0543], [0.0311, -0.0443, -0.0546], [-0.0593, -0.0060, 0.0484], [0.0095, -0.0378, 0.0085], [-0.0545, 0.0212, 0.0265], [-0.0131, -0.0326, -0.0083], [0.0247, 0.0068, 0.0194], [0.0468, 0.0424, -0.0504], [0.0152, 0.0184, -0.0109], [0.0142, -0.0260, -0.0015], [0.0251, 0.0057, 0.0338], [-0.0038, -0.0146, -0.0020], [-0.0063, 0.0351, -0.0263], [0.0094, -0.0261, 0.0238], [-0.0213, -0.0126, -0.0396], [0.0036, 0.0186, 0.0018], [0.0218, -0.0250, 0.0195], [0.0125, 0.0281, -0.0093], [-0.0497, -0.0088, 0.0106], [-0.0307, -0.0233, -0.0292], [-0.0113, 0.0373, 0.0257], [0.0325, 0.0078, -0.0195], [0.0168, -0.0300, 0.0081], [0.0364, 0.0082, 0.0162], [-0.0286, -0.0259, -0.0102], [0.0285, 0.0002, -0.0449], [0.0433, -0.0087, 0.0240], [-0.0228, 0.0316, -0.0117], [-0.0147, -0.0039, -0.0010], [0.0240, -0.0233, -0.0787], [0.0057, -0.0172, 0.0101], [-0.0139, 0.0363, -0.0215], [-0.0893, -0.0021, -0.0032], [-0.1476, -0.0841, 0.0372], [0.2842, 0.0967, 0.0589], [-0.0356, 0.0456, -0.0672], [0.0249, 0.0096, 0.0060], [0.0667, 0.0434, 0.0117], [-0.0138, -0.0007, -0.0086], [0.0351, 0.0063, 0.0180], [-0.0216, 0.0250, -0.0110], [0.0152, 0.0307, 0.0013], [0.0208, -0.0646, -0.0155], [0.0109, 0.0220, 0.1152], [-0.1927, -0.0361, -0.2642], [-0.0072, 0.0111, -0.0185], [-0.0429, -0.0367, -0.0070], [-0.0352, -0.0226, 0.0179], [0.0041, -0.0347, 0.0296], [0.0227, -0.0184, 0.0085], [-0.0223, -0.0101, -0.0246], [-0.0300, 0.0247, -0.0252], [0.0197, 0.0012, 0.0999], [0.0341, -0.0916, 0.0061], [0.0288, -0.0907, 0.0117], [-0.0811, 0.0451, -0.0519], [0.0751, 0.0855, 0.0451], [-0.3137, -0.0310, -0.2166], [-0.0144, 0.0053, -0.0226], [-0.0098, -0.0156, -0.0127], [-0.0057, -0.0056, -0.0127], [0.0393, -0.0099, -0.0282], [-0.0040, 0.0256, 0.0209], [0.0095, 0.0144, -0.0215], [-0.0303, -0.0343, 0.0213], [-0.0229, -0.0858, 0.0514]]}